Record 1
An isolated molecule of C6H15N3O2. Source: OMol25; level of theory: ωB97M-V/def2-TZVPD.

Last column: Mulliken charge in e.
Cartesian coordinates (Å):
C (2.99994, -1.78937, -0.03500)  -0.62
O (2.03949, -1.01892, 0.60361)  -0.38
N (1.65760, 0.49770, 0.11804)  0.59
N (2.47621, 1.27456, -0.46152)  -0.15
O (3.62433, 1.00078, -0.79077)  -0.53
N (0.43904, 0.98676, 0.51773)  0.02
C (0.32676, 1.09973, 1.98438)  -0.89
C (-0.70889, 0.49882, -0.25797)  1.59
C (-1.74954, 1.58597, -0.14791)  -1.66
C (-0.26539, 0.25943, -1.70466)  -2.00
C (-1.16520, -0.86060, 0.33133)  -1.36
H (3.38572, -2.52411, 0.76318)  0.22
H (3.88068, -1.12964, -0.32926)  0.29
H (2.40993, -2.49000, -0.73258)  0.26
H (1.25639, 0.99148, 2.51837)  0.32
H (-0.02284, 2.03550, 2.23044)  0.45
H (-0.48186, 0.38650, 2.34958)  0.25
H (-2.30218, 1.48976, 0.85049)  0.33
H (-1.33314, 2.62157, -0.33183)  0.35
H (-2.60781, 1.32555, -0.78107)  0.44
H (0.35150, -0.59972, -1.66709)  0.41
H (0.28090, 1.11308, -1.95498)  0.50
H (-1.08442, 0.12430, -2.35396)  0.52
H (-0.26553, -1.51599, 0.56408)  0.26
H (-1.73937, -0.68830, 1.34056)  0.34
H (-1.86102, -1.27427, -0.41142)  0.44

Its total energy is -552.11185 a.u. For the energy relative to the best compared isomer or geometry (same formula, charge and spin), the calculation gives 6.797 eV. The net charge is 0. The value obtained for the HOMO-LUMO gap is 9.5 eV.

=====

Record 2
A structure of composition C21H17F15N3O5S2Ti. Source: OMol25; level of theory: ωB97M-V/def2-TZVPD.

Last column: Mulliken charge in e.
Cartesian coordinates (Å):
Ti (-0.00283, 0.12069, -0.79363)  -0.37
C (1.70288, -3.25001, -3.86707)  -1.94
C (1.53738, -2.84156, -2.40856)  0.39
C (0.33666, -3.44209, -1.70189)  0.53
C (-0.26957, -4.59919, -2.17962)  -0.89
C (-1.22796, -5.25838, -1.42648)  -1.52
C (-1.57779, -4.79044, -0.17138)  -0.62
C (-1.02348, -3.62175, 0.33795)  0.74
C (-1.37505, -3.11690, 1.71941)  0.05
C (-2.56212, -3.80435, 2.37845)  -2.05
C (-0.10272, -2.94944, -0.47018)  -0.03
N (0.52370, -1.73036, 0.01518)  1.15
C (1.41040, -1.91468, 0.96108)  0.93
C (2.29577, -0.93252, 1.41090)  -1.30
C (3.20419, -0.86247, 2.47117)  -1.02
C (3.88265, 0.34719, 2.35525)  -0.89
C (3.39876, 1.00629, 1.22663)  -0.34
N (2.44566, 0.23237, 0.69317)  0.52
H (2.53560, -2.71190, -4.31812)  0.40
H (0.80402, -3.03571, -4.44644)  0.40
H (1.91612, -4.31363, -3.96178)  0.49
H (1.53431, -1.75193, -2.34476)  0.00
H (2.42790, -3.14185, -1.84548)  0.41
H (0.02570, -5.00794, -3.13477)  0.40
H (-1.68873, -6.15837, -1.81218)  0.43
H (-2.30446, -5.33528, 0.41437)  0.41
H (-1.54459, -2.03996, 1.66976)  0.17
H (-0.50746, -3.24596, 2.37574)  0.42
H (-3.45437, -3.75962, 1.75456)  0.43
H (-2.79002, -3.32113, 3.32785)  0.41
H (-2.34809, -4.85268, 2.58894)  0.50
H (1.48127, -2.90479, 1.40049)  0.66
H (3.32485, -1.61084, 3.23772)  0.53
H (4.64395, 0.72947, 3.01329)  0.48
H (3.67561, 1.94287, 0.77196)  0.57
F (-1.18058, 0.82915, -4.59456)  -0.19
C (-0.04014, 0.36389, -4.16836)  0.68
F (0.55288, -0.34524, -5.10339)  -0.21
F (-0.29677, -0.50469, -3.10317)  -0.24
S (1.10135, 1.76083, -3.58256)  0.39
O (1.82768, 0.44489, -0.47445)  -0.03
O (0.71275, 2.93796, -4.33050)  -0.56
N (0.20142, 1.71963, -2.12526)  0.18
S (0.39938, 2.76205, -0.93779)  1.05
O (1.68378, 3.32612, -0.73067)  -0.60
O (-0.20543, 1.91208, 0.14686)  -0.71
C (-0.77692, 4.22218, -1.17162)  0.66
F (-1.37361, 4.42577, -0.01333)  -0.18
F (-1.65137, 3.94929, -2.11062)  -0.19
F (-0.04108, 5.25495, -1.50593)  -0.18
F (-4.75852, 1.31474, -1.79221)  -0.24
C (-3.49546, 1.27689, -1.39203)  0.06
F (-3.27956, 2.28896, -0.54720)  -0.30
F (-2.70853, 1.46021, -2.45418)  -0.14
C (-3.14623, -0.08349, -0.70893)  1.29
O (-1.76695, -0.16843, -0.57876)  0.81
C (-3.80414, -0.12732, 0.70150)  0.19
F (-5.01726, 0.40542, 0.69230)  -0.25
F (-3.90099, -1.38655, 1.13071)  -0.20
F (-3.04882, 0.54788, 1.56873)  -0.23
C (-3.65546, -1.25628, -1.59911)  0.17
F (-3.11437, -2.40544, -1.21093)  -0.03
F (-4.97756, -1.36273, -1.53502)  -0.25
F (-3.30087, -1.04779, -2.86955)  -0.23

Its total energy is -4494.55132 a.u. For the energy relative to the best compared isomer or geometry (same formula, charge and spin), the calculation gives 2.666 eV. The net charge is +1. The value obtained for the HOMO-LUMO gap is 6.7 eV.

=====

Record 3
A cluster of 2 separate species, C3H12N2O in total. Source: OMol25; level of theory: ωB97M-V/def2-TZVPD.

Last column: Mulliken charge in e.
Cartesian coordinates (Å):
C (0.56736, -0.31664, -2.12928)  -1.51
C (0.31832, 0.05878, -0.67452)  0.38
N (0.00384, -1.11184, 0.13325)  -0.52
C (-0.78118, 1.11602, -0.62511)  -0.70
N (-1.18704, 1.51709, 0.71516)  -0.50
H (1.30223, -1.11324, -2.23762)  0.38
H (-0.37805, -0.70657, -2.52049)  0.40
H (0.82359, 0.56337, -2.71142)  0.39
H (1.23536, 0.46863, -0.22720)  0.20
H (-0.70902, -0.92862, 0.81864)  0.22
H (-0.30709, -1.90870, -0.40272)  0.22
H (-1.62253, 0.62090, -1.12068)  0.36
H (-0.54358, 2.03755, -1.15620)  0.28
H (-0.42564, 1.63606, 1.35625)  0.18
H (-2.04503, 1.19743, 1.12674)  0.22
O (1.28991, -1.03553, 3.64396)  -0.66
H (1.44595, -1.73688, 3.00250)  0.33
H (1.01262, -0.35782, 3.00876)  0.32

Its total energy is -306.23481 a.u. For the energy relative to the best compared isomer or geometry (same formula, charge and spin), the calculation gives 0.249 eV. The net charge is 0. The value obtained for the HOMO-LUMO gap is 10.0 eV.

=====

Record 4
An isolated molecule of C15H19F5N2OS. Source: OMol25; level of theory: ωB97M-V/def2-TZVPD.

Last column: Mulliken charge in e.
Cartesian coordinates (Å):
C (0.76948, -1.29673, 3.64575)  -0.95
C (0.93359, -1.71190, 2.40283)  -0.33
C (-0.18578, -1.97386, 1.42862)  -1.61
C (-0.59785, -0.82579, 0.46005)  1.95
C (-2.09724, -1.03987, 0.13553)  -1.23
C (-2.53628, -2.42513, -0.25412)  -0.13
C (-3.45505, -2.64883, -1.17649)  -1.00
N (-0.54407, 0.40896, 1.28183)  -0.20
C (0.52896, 1.21773, 0.82485)  -1.01
O (1.15926, 1.95466, 1.51484)  -0.50
C (0.71186, 0.93467, -0.67042)  2.12
C (-0.46072, 1.75539, -1.35841)  -1.18
C (-1.01868, 2.87956, -0.51899)  -0.31
C (-0.50762, 4.12233, -0.48395)  -0.85
C (2.00861, 1.47744, -1.30632)  0.27
F (1.99570, 1.22903, -2.63541)  -0.33
F (2.01652, 2.81455, -1.15297)  -0.30
C (3.41499, 0.97656, -0.81703)  0.62
F (3.85224, -0.07352, -1.51138)  -0.23
F (3.41772, 0.68128, 0.49129)  -0.23
F (4.30454, 1.96512, -1.01376)  -0.29
C (0.43122, -0.59317, -0.74544)  -0.08
N (1.63016, -1.38450, -0.61664)  -0.50
S (-0.16468, -1.21530, -2.36848)  -0.27
H (1.57054, -1.41522, 4.36352)  0.30
H (-0.14313, -0.81266, 3.97195)  0.26
H (1.94699, -1.91805, 2.06946)  0.39
H (0.03531, -2.88743, 0.87259)  0.27
H (-1.07479, -2.19817, 2.02046)  0.66
H (-2.42878, -0.34388, -0.63747)  0.44
H (-2.63766, -0.75273, 1.04614)  0.56
H (-2.12219, -3.27930, 0.26823)  0.27
H (-4.07649, -1.83934, -1.54390)  0.28
H (-3.61884, -3.64826, -1.55552)  0.28
H (-1.39715, 0.95579, 1.23801)  0.42
H (-1.26725, 1.07682, -1.61513)  0.43
H (-0.09438, 2.17604, -2.29595)  0.48
H (-1.91311, 2.66443, 0.06872)  0.45
H (-0.27842, 4.66263, -1.39822)  0.29
H (-0.31807, 4.60991, 0.46760)  0.25
H (1.44302, -2.37282, -0.68647)  0.38
H (2.18089, -1.16033, 0.19881)  0.02
H (-1.41335, -0.74611, -2.40863)  0.16

Its total energy is -1665.11259 a.u. For the energy relative to the best compared isomer or geometry (same formula, charge and spin), the calculation gives 0.000 eV. The net charge is 0. The value obtained for the HOMO-LUMO gap is 9.4 eV.

=====

Record 5
A structure of composition C22H18F3. Source: OMol25; level of theory: ωB97M-V/def2-TZVPD.

Last column: Mulliken charge in e.
Cartesian coordinates (Å):
F (1.85310, -0.48387, -4.54908)  -0.29
C (1.13239, -0.79354, -3.41116)  0.20
C (0.35564, -1.96357, -3.41751)  -0.77
C (-0.45200, -2.16489, -2.30293)  0.25
F (-1.07597, -3.38999, -2.15446)  -0.31
C (-0.62807, -1.18777, -1.33817)  -0.89
C (0.13526, 0.00549, -1.36470)  0.07
C (-0.23249, 0.99426, -0.35714)  0.56
C (-0.00196, 2.41900, -0.48396)  0.06
C (-0.41163, 3.19364, 0.62711)  -0.83
C (-0.10936, 4.54371, 0.71824)  -0.56
C (0.59088, 5.17488, -0.32649)  -0.65
C (0.90169, 4.42746, -1.46084)  0.13
F (1.59420, 5.03279, -2.49211)  -0.30
C (0.55035, 3.09602, -1.59953)  -0.55
C (1.14716, 0.11255, -2.34919)  -0.79
H (0.43882, -2.69971, -4.21683)  0.47
H (-1.35829, -1.36074, -0.54503)  0.65
H (-1.33638, 0.82787, -0.07753)  0.60
H (-0.95755, 2.71963, 1.44384)  0.55
H (-0.41110, 5.13375, 1.59636)  0.41
H (0.87325, 6.22962, -0.26445)  0.44
H (0.69737, 2.57068, -2.53724)  0.98
H (1.86803, 0.91998, -2.32189)  0.96
C (1.45016, 1.27714, 1.90552)  -1.62
C (0.40604, 0.31076, 1.36738)  0.71
C (0.72453, -1.06303, 1.54994)  -0.72
C (-0.22069, -2.16247, 1.68821)  0.48
C (0.10450, -3.42033, 1.12129)  -0.27
C (-0.78847, -4.46528, 1.14223)  -0.60
C (-2.03740, -4.32402, 1.77984)  -0.40
C (-2.38393, -3.07999, 2.32425)  -0.71
C (-1.51380, -2.00632, 2.26477)  -0.08
H (1.00828, 2.16748, 2.36835)  0.41
H (2.04145, 0.70160, 2.66190)  0.50
H (2.17967, 1.63951, 1.13976)  0.28
H (-0.65340, 0.53635, 1.64051)  0.09
H (1.80046, -1.32848, 1.53087)  0.45
H (1.11970, -3.55347, 0.69712)  0.41
H (-0.52577, -5.42811, 0.68082)  0.40
H (-2.76277, -5.12742, 1.73910)  0.41
H (-3.35437, -2.96060, 2.81292)  0.41
H (-1.75751, -1.07059, 2.76993)  0.44

Its total energy is -1148.37801 a.u. For the energy relative to the best compared isomer or geometry (same formula, charge and spin), the calculation gives 1.437 eV. The net charge is +1. The value obtained for the HOMO-LUMO gap is 6.2 eV.

=====

Record 6
An isolated molecule of C5H9NO. Source: OMol25; level of theory: ωB97M-V/def2-TZVPD.

Last column: Mulliken charge in e.
Cartesian coordinates (Å):
C (-1.60587, -0.75276, 0.10905)  -1.07
C (-1.09931, 0.56388, 0.66251)  0.12
N (-0.01869, 0.64073, 1.64724)  -0.65
C (0.19697, 1.18936, 0.30021)  -0.39
C (1.17219, 0.61646, -0.69219)  0.25
C (1.56287, -0.79242, -0.78819)  -0.55
O (0.68704, -0.21801, -1.74149)  -0.41
H (-1.77710, -0.69181, -0.96770)  0.25
H (-2.54731, -1.02111, 0.59839)  0.37
H (-0.90736, -1.57566, 0.28560)  0.22
H (-1.89934, 1.27069, 0.87887)  0.36
H (0.43955, -0.26628, 1.71702)  0.32
H (0.22099, 2.27805, 0.30620)  0.38
H (1.90976, 1.34385, -1.03478)  0.40
H (2.55273, -1.05771, -1.15727)  0.28
H (1.11289, -1.52726, -0.12345)  0.13

Its total energy is -325.82157 a.u. For the energy relative to the best compared isomer or geometry (same formula, charge and spin), the calculation gives 3.156 eV. The net charge is 0. The value obtained for the HOMO-LUMO gap is 10.4 eV.